{
  "formula": "C19H35ClN2O8PS2",
  "method": "ωB97M-V/def2-TZVPD",
  "species": ["H", "N", "C", "C", "C", "C", "N", "C", "O", "S", "O", "O", "C", "C", "C", "P", "O", "O", "C", "C", "O", "C", "C", "C", "O", "O", "C", "C", "C", "C", "C", "C", "S", "Cl", "H", "H", "H", "H", "H", "H", "H", "H", "H", "H", "H", "H", "H", "H", "H", "H", "H", "H", "H", "H", "H", "H", "H", "H", "H", "H", "H", "H", "H", "H", "H", "H", "H", "H"],
  "xyz": [[2.216652, 0.146614, -5.716169], [1.257404, -0.083191, -5.409116], [0.924131, 0.678647, -4.371046], [-0.551032, 0.499143, -3.719056], [-0.533181, -0.133177, -2.227209], [-0.721148, -1.743862, -2.479393], [0.155306, -2.245059, -3.614051], [-0.292307, -3.638637, -3.972279], [0.823577, -0.022141, -1.753908], [1.206765, 1.394186, -0.969491], [2.660714, 1.228729, -0.525555], [1.251157, 2.630523, -1.840571], [0.012848, 1.502557, 0.458459], [0.275919, 0.217081, 1.367664], [1.645635, 0.165960, 2.184215], [1.571579, -0.893007, 3.770893], [0.695928, -0.249426, 4.855945], [3.203533, -0.925388, 4.349915], [3.991523, -1.907728, 3.624001], [5.493478, -1.358325, 3.297726], [1.149326, -2.514247, 3.445905], [-0.287912, -2.663297, 3.263030], [-0.747559, -3.839750, 4.295022], [0.262521, 2.793688, 1.417365], [0.890926, 3.832618, 1.017125], [-0.201368, 2.806767, 2.738462], [-1.472762, 1.546931, -0.244003], [-2.577752, 1.624040, 0.958302], [-1.711235, 2.943311, -1.059806], [-3.156603, 3.607663, -0.931411], [-3.293494, 4.763958, -2.059286], [-1.733619, 0.300101, -1.258198], [-2.447811, -1.111494, -0.198792], [-3.194646, 0.597949, -2.395215], [1.693951, 1.443187, -4.032568], [-1.141221, -0.173360, -4.453624], [-1.015207, 1.534149, -3.807712], [-1.780519, -2.018377, -2.793799], [-0.331344, -2.358199, -1.574542], [1.132188, -2.263988, -3.275213], [-0.926193, -4.112805, -3.129333], [0.646758, -4.306124, -4.088539], [-0.827521, -3.680999, -4.987314], [0.291960, -0.699356, 0.654533], [-0.544369, -0.030307, 2.129686], [2.114388, 1.153836, 2.488596], [2.424302, -0.371979, 1.512921], [4.158984, -2.805755, 4.337064], [3.557513, -2.225010, 2.616376], [6.019864, -1.027831, 4.265984], [5.362943, -0.489374, 2.551047], [6.034910, -2.235511, 2.780130], [-0.895458, -1.714686, 3.440003], [-0.466865, -3.096315, 2.202509], [-0.258156, -3.603200, 5.302101], [-0.378846, -4.867231, 3.950358], [-1.885613, -3.816801, 4.393103], [-2.405797, 0.859983, 1.786616], [-3.645100, 1.395936, 0.569633], [-2.527983, 2.641044, 1.508105], [-1.519831, 2.822037, -2.196013], [-0.955233, 3.766868, -0.753600], [-4.042405, 2.897989, -1.059605], [-3.302680, 4.142264, 0.082495], [-2.710313, 4.491060, -3.017745], [-2.843213, 5.720755, -1.596535], [-4.377799, 5.012148, -2.334653], [-1.422591, -1.935791, 0.230058]],
  "forces_ev_per_angstrom": [[-0.515, 0.165, 0.238], [-0.842, 1.999, 2.594], [0.481, -1.952, -2.105], [0.632, 0.704, -1.375], [-1.028, -2.078, -2.529], [1.583, -0.518, -0.509], [-0.862, -0.599, 0.906], [1.036, -0.671, 0.030], [-0.760, 1.420, 1.574], [6.679, 4.289, -0.394], [-4.510, -1.238, -0.450], [-2.206, -3.704, 1.429], [-1.039, -0.735, 0.755], [0.007, -1.765, -0.030], [1.268, -1.300, -0.738], [-0.611, 2.119, 2.887], [1.962, -2.014, -2.753], [-2.465, -1.297, -2.437], [2.543, -0.642, 0.281], [-1.426, -0.080, -0.185], [0.162, 2.742, -0.068], [-1.041, -2.276, 0.184], [0.321, 0.997, -0.175], [0.238, 4.602, 4.910], [-1.514, -3.576, -0.590], [1.189, -2.069, -6.174], [-1.239, 1.564, 0.468], [-0.127, -0.441, 0.655], [0.425, 0.890, -0.734], [-0.644, 0.908, -0.381], [0.461, 0.280, 0.511], [0.562, 0.125, 1.048], [0.074, -0.473, -0.095], [0.971, -0.168, 1.067], [-1.497, -0.787, 0.209], [1.122, 0.990, 1.405], [0.522, -1.279, 0.565], [1.312, 0.684, 0.840], [-1.251, 1.292, -0.947], [-0.885, -0.027, -0.383], [0.788, 0.627, -1.392], [-1.512, 0.994, 0.153], [0.515, 0.232, 1.626], [0.080, 1.382, 1.194], [0.842, 1.162, -1.439], [-0.951, -1.102, -0.230], [-1.087, 1.043, 1.034], [-0.660, 1.190, -1.374], [0.261, 0.335, 1.541], [-0.764, -0.498, -1.637], [0.534, -1.251, 1.266], [-0.637, 1.473, 0.885], [1.046, -1.237, -0.153], [0.310, 1.064, 1.522], [-0.854, -0.332, -1.358], [-0.582, 1.526, 0.375], [1.561, -0.199, -0.100], [0.002, 0.994, -1.287], [1.828, 0.602, 0.423], [0.041, -1.667, -1.253], [-0.219, -0.089, 1.934], [-1.040, -1.615, -0.189], [1.458, 0.737, 0.181], [0.344, -1.039, -1.561], [-0.966, 0.457, 1.496], [-0.558, -1.392, -1.027], [1.494, -0.524, 0.445], [-0.365, 1.040, -0.578]],
  "charge": -1,
  "homo_lumo_gap_ha": 0.2589,
  "smiles": "[H]/N=C/C[C@@]1(CNC)OS(=O)(=O)[C@@](CCP(=O)(OCC)OCC)(C(=O)[O-])[C@@](C)(CCC)[C@@]1(S)Cl",
  "molar_mass_g_mol": 550.06
}

=====

{
  "formula": "C19H35FN2O4S2",
  "method": "ωB97M-V/def2-TZVPD",
  "species": ["C", "C", "F", "C", "O", "C", "O", "O", "C", "C", "C", "C", "S", "C", "S", "N", "C", "C", "O", "C", "C", "H", "H", "H", "H", "H", "H", "H", "H", "H", "H", "H", "H", "H", "H", "H", "H", "H", "H", "H", "H", "C", "C", "N", "C", "C", "C", "C", "H", "H", "H", "H", "H", "H", "H", "H", "H", "H", "H", "H", "H", "H", "H"],
  "xyz": [[-2.702516, -5.769324, 0.232406], [-1.769445, -4.959137, -0.827228], [-0.437896, -4.962270, -0.237792], [-2.350641, -3.486976, -1.099526], [-2.988102, -3.139643, 0.179876], [-1.985841, -2.488292, 0.964793], [-2.143653, -2.333065, 2.205029], [-0.864164, -2.068961, 0.177213], [-1.355334, -2.234782, -1.178182], [-0.266839, -2.163152, -2.373233], [-0.546581, -0.751387, -3.132906], [0.299947, -0.745540, -4.500575], [2.123394, -0.487615, -4.081559], [2.235511, 0.919514, -2.844248], [1.513832, 2.373541, -3.353711], [2.866180, 0.768704, -1.523728], [3.236142, 2.095747, -0.952573], [4.183598, 1.984474, 0.343270], [5.450869, 1.400137, -0.135664], [5.111702, 0.020218, -0.403456], [4.008165, -0.200795, -1.547423], [-3.803079, -5.582345, -0.025696], [-2.507584, -6.903740, 0.191593], [-2.464798, -5.397682, 1.286859], [-1.760089, -5.585230, -1.786321], [-3.098807, -3.424446, -1.978511], [-2.079271, -1.340344, -1.329180], [-0.395604, -3.073995, -3.050204], [0.789324, -2.202517, -1.902772], [-1.660819, -0.746000, -3.419964], [-0.321565, 0.116181, -2.426485], [0.124359, -1.778608, -4.992409], [-0.013993, 0.113869, -5.209456], [2.253303, 2.617814, -0.629432], [3.747647, 2.813184, -1.682161], [3.700442, 1.212020, 1.041553], [4.388950, 2.982688, 0.857382], [4.874333, -0.533235, 0.588694], [6.083465, -0.479380, -0.790708], [3.542160, -1.253253, -1.400700], [4.550559, -0.261395, -2.568463], [-1.557008, 4.242064, 4.209873], [-1.658254, 3.802922, 2.754113], [-0.623632, 2.856118, 2.350893], [-0.551780, 2.658886, 0.904367], [-1.757839, 2.022617, 0.214062], [-0.516982, 1.639108, 3.152527], [-1.753585, 0.749131, 3.260935], [-0.567892, 4.651450, 4.431820], [-2.296095, 5.021652, 4.413329], [-1.756635, 3.417952, 4.899786], [-1.562145, 4.707444, 2.142149], [-2.665034, 3.408039, 2.572308], [0.341781, 2.070841, 0.664235], [-0.374176, 3.636368, 0.439549], [-1.810265, 0.949445, 0.404436], [-1.667503, 2.147768, -0.870007], [-2.701413, 2.480664, 0.515948], [-0.213020, 1.921794, 4.165011], [0.319651, 1.035020, 2.781996], [-2.667883, 1.318302, 3.445624], [-1.631585, 0.053767, 4.096534], [-1.895970, 0.143664, 2.366109]],
  "forces_ev_per_angstrom": [[0.267, 0.228, -0.439], [-0.689, -1.428, 0.321], [-1.869, 0.447, -1.232], [0.914, 0.345, 0.782], [2.301, 1.524, 0.289], [-0.758, 0.157, 3.380], [1.117, -0.577, -5.799], [-2.884, -1.363, 0.810], [-0.820, 0.294, -1.700], [-0.345, 0.609, 1.475], [0.110, -1.545, -0.653], [-1.019, 1.258, 0.828], [0.157, -0.240, 1.048], [-1.185, 1.201, 0.553], [0.881, -1.948, 0.879], [0.788, 0.762, -3.245], [-0.519, 1.913, 1.719], [-0.417, -0.992, -1.162], [-2.013, -0.812, 0.522], [1.243, -1.028, -0.264], [0.448, -1.845, 0.077], [1.577, -0.253, 0.505], [-0.105, 1.858, -0.121], [-0.495, -0.468, -1.549], [0.461, 1.094, 1.198], [1.087, -0.389, 1.664], [1.070, -1.388, 0.069], [0.163, 1.330, 0.784], [-1.717, 0.092, -0.889], [1.579, 0.155, 0.461], [-0.276, -1.122, -1.136], [0.883, 1.775, 0.654], [0.436, -1.529, 1.208], [1.603, -0.854, -0.591], [-0.664, -1.221, 0.651], [0.649, 1.360, -0.531], [-0.374, -1.434, -0.930], [-0.037, 1.006, -1.569], [-1.624, 0.848, 0.557], [0.912, 1.643, -0.171], [-0.894, 0.520, 1.581], [-0.005, -0.106, 0.086], [0.127, -0.011, 0.094], [0.292, 0.002, -0.276], [0.066, 0.238, 0.037], [-0.029, -0.193, -0.273], [0.010, 0.091, 0.290], [-0.062, -0.201, -0.014], [-0.043, -0.094, -0.047], [0.036, -0.071, -0.048], [0.045, 0.068, -0.031], [0.079, -0.223, -0.155], [-0.163, 0.029, 0.015], [-0.062, -0.060, 0.202], [-0.066, 0.029, 0.156], [-0.075, 0.040, 0.073], [0.016, 0.038, 0.048], [0.044, -0.029, 0.028], [-0.045, 0.145, -0.052], [-0.082, 0.187, -0.183], [0.066, 0.046, -0.011], [-0.014, 0.015, -0.105], [-0.081, 0.078, 0.130]],
  "homo_lumo_gap_ha": 0.2767,
  "smiles": "C[C@H](F)[C@H]1OC(=O)O[C@H]1CCCSC(=S)N1CCOCC1.CCN(CC)CC",
  "molar_mass_g_mol": 438.63
}

=====

{
  "formula": "C19H35IO9P",
  "method": "ωB97M-V/def2-TZVPD",
  "species": ["C", "C", "O", "C", "P", "I", "H", "H", "H", "H", "H", "H", "H", "H", "H", "H", "H", "O", "C", "O", "C", "C", "C", "H", "H", "H", "H", "H", "H", "O", "C", "O", "C", "C", "C", "H", "H", "H", "H", "H", "H", "O", "C", "O", "C", "C", "C", "H", "H", "H", "H", "H", "H", "O", "C", "O", "C", "C", "C", "H", "H", "H", "H", "H", "H"],
  "xyz": [[5.082921, 5.259139, -0.406071], [3.622063, 5.638131, -0.714358], [3.565280, 6.527742, -1.843486], [2.734013, 4.431854, -0.922124], [0.867709, 4.817931, -1.028355], [0.728251, 4.202518, 1.915915], [5.698894, 5.459889, -1.287527], [5.504867, 5.847765, 0.411803], [5.181477, 4.198986, -0.167685], [3.218273, 6.229516, 0.112703], [3.700447, 5.989341, -2.625149], [2.975052, 3.954965, -1.883829], [2.878259, 3.724208, -0.103956], [0.651210, 3.400884, -1.254410], [-0.541109, 5.011349, -0.837193], [1.117255, 6.186575, -0.607040], [0.886167, 5.136113, -2.412159], [0.345561, 0.730203, 0.664265], [0.699762, 0.296272, 1.715185], [-0.046063, -0.611821, 2.422166], [0.557298, -0.859860, 3.699800], [2.025740, -0.481773, 3.537439], [1.941722, 0.640782, 2.509875], [0.056800, -0.227565, 4.439808], [0.399703, -1.902894, 3.951348], [2.490518, -0.197351, 4.480293], [2.573557, -1.333495, 3.131039], [1.766888, 1.627765, 2.946283], [2.794352, 0.715476, 1.839403], [1.903358, -3.927659, 3.578221], [0.998796, -4.621774, 3.216709], [-0.289754, -4.205591, 3.283462], [-1.182197, -5.247094, 2.868261], [-0.336315, -6.186106, 2.013027], [1.038041, -6.033285, 2.656314], [-1.567940, -5.742029, 3.764274], [-2.011084, -4.783521, 2.338428], [-0.716504, -7.203781, 1.995834], [-0.293670, -5.823219, 0.986772], [1.194340, -6.719053, 3.492272], [1.867605, -6.133324, 1.961450], [-0.057892, -6.894915, -1.354493], [-0.913464, -7.717972, -1.233894], [-0.946422, -8.566803, -0.168576], [-2.008578, -9.520203, -0.318774], [-3.000084, -8.867637, -1.278505], [-2.075590, -8.032610, -2.157351], [-1.588319, -10.442830, -0.726172], [-2.418229, -9.724331, 0.667828], [-3.601958, -9.594237, -1.819797], [-3.673612, -8.212700, -0.724281], [-1.682188, -8.597065, -3.005345], [-2.511889, -7.108801, -2.527521], [-0.976832, 6.071904, -3.875830], [-2.051690, 6.470948, -3.550888], [-2.753428, 5.923261, -2.526168], [-4.040923, 6.526451, -2.407151], [-3.913725, 7.890161, -3.084995], [-2.875654, 7.599539, -4.162103], [-4.773553, 5.890041, -2.912611], [-4.290220, 6.577633, -1.349905], [-4.864293, 8.266386, -3.459020], [-3.513592, 8.615822, -2.375621], [-3.322513, 7.224022, -5.085249], [-2.226897, 8.437726, -4.402585]],
  "forces_ev_per_angstrom": [[0.092, 0.069, -0.131], [0.034, -0.031, 0.082], [0.068, 0.160, 0.228], [0.039, 0.190, 0.114], [0.263, 0.212, -1.288], [-0.026, 0.114, 0.614], [-0.034, -0.056, -0.004], [-0.050, -0.030, 0.008], [-0.016, 0.056, 0.112], [-0.053, -0.048, -0.027], [-0.059, -0.139, -0.193], [-0.003, -0.137, 0.070], [-0.032, -0.067, -0.136], [-0.027, -0.066, 0.275], [0.002, -0.027, 0.134], [-0.034, -0.056, 0.320], [-0.069, 0.014, 0.072], [-0.034, -0.375, -0.136], [-0.007, 0.272, 0.150], [0.002, -0.027, -0.091], [-0.028, 0.125, 0.092], [0.009, -0.029, -0.096], [0.006, -0.184, -0.030], [0.030, 0.024, -0.006], [0.006, -0.014, -0.016], [-0.035, 0.046, 0.007], [-0.004, -0.024, 0.042], [0.008, 0.021, -0.037], [0.000, 0.072, 0.009], [0.019, -0.185, -0.033], [-0.039, 0.040, 0.050], [0.028, 0.011, 0.058], [-0.033, -0.077, -0.005], [0.027, 0.130, 0.048], [-0.021, 0.101, -0.119], [0.000, -0.009, -0.007], [0.031, 0.028, -0.020], [0.024, -0.014, 0.040], [-0.032, -0.021, -0.012], [0.007, -0.005, -0.004], [0.036, -0.030, 0.053], [-0.096, -0.009, -0.021], [0.140, -0.096, 0.009], [-0.018, -0.026, -0.049], [-0.051, -0.012, -0.027], [0.006, 0.041, 0.023], [-0.044, 0.058, 0.105], [-0.009, 0.001, -0.009], [0.011, 0.016, 0.006], [0.034, -0.017, -0.020], [-0.012, -0.017, 0.005], [-0.004, 0.013, -0.011], [0.034, -0.012, -0.058], [-0.152, 0.130, -0.213], [-0.066, -0.080, 0.055], [0.048, -0.078, -0.056], [-0.072, 0.059, -0.015], [0.052, 0.002, 0.041], [0.095, 0.040, 0.138], [0.001, 0.004, 0.000], [0.030, 0.005, 0.004], [-0.006, -0.036, -0.032], [-0.019, -0.001, 0.010], [0.003, 0.006, -0.005], [0.001, -0.025, -0.067]],
  "charge": -1,
  "homo_lumo_gap_ha": 0.1914,
  "molar_mass_g_mol": 565.36
}